Record 1
Here is 7 unconnected molecules or ions with the total composition C27H69ClN3O13 in a non-equilibrium geometry from OMol25. Energies are from ωB97M-V with the def2-TZVPD basis set.

Structure (XYZ):
```
113
Properties=species:S:1:pos:R:3:lowdin_charge:R:1
Cl -2.117 0.104 -0.966 0.86
O -2.060 -1.417 -0.905 -0.38
O -0.883 0.750 -0.382 -0.38
O -2.398 0.579 -2.415 -0.36
O -3.308 0.500 -0.141 -0.36
C 1.304 -1.049 -2.065 -0.13
O 1.789 -0.800 -3.329 -0.20
C 1.635 -1.873 -4.157 -0.18
C 0.294 -1.522 -4.939 -0.14
N -0.291 -2.721 -5.563 -0.10
C -0.862 -3.720 -4.730 -0.21
C -1.955 -3.121 -3.816 -0.23
O -2.625 -4.188 -3.262 -0.17
C -3.615 -3.767 -2.346 -0.11
H 0.281 -1.254 -2.085 0.05
H 1.366 -0.191 -1.459 0.06
H 1.844 -1.832 -1.535 0.10
H 1.652 -2.835 -3.635 0.12
H 2.424 -2.008 -4.841 0.10
H 0.315 -0.675 -5.589 0.10
H -0.539 -1.102 -4.290 0.12
H 0.408 -3.231 -6.134 0.12
H -0.157 -4.372 -4.234 0.10
H -1.214 -4.329 -5.487 0.09
H -2.528 -2.479 -4.444 0.13
H -1.590 -2.618 -2.959 0.07
H -4.461 -3.189 -2.863 0.13
H -3.382 -3.263 -1.505 0.00
H -4.116 -4.596 -1.898 0.07
C -0.385 -4.265 -1.214 -0.09
O 0.317 -4.541 0.005 -0.17
C -0.035 -3.697 1.113 -0.20
C 0.562 -2.391 0.922 -0.26
N 0.565 -1.632 2.130 0.00
C -0.722 -0.926 2.428 -0.16
C -0.763 -0.327 3.818 -0.22
O -2.005 0.281 4.000 -0.20
C -2.108 1.512 3.280 -0.08
H 0.186 -3.507 -1.701 0.04
H -1.523 -3.977 -1.131 0.11
H -0.226 -5.104 -1.966 0.10
H 0.182 -4.178 2.016 0.11
H -1.101 -3.565 1.161 0.10
H 0.187 -1.865 0.024 0.09
H 1.649 -2.401 0.753 0.12
H 1.181 -0.850 1.917 0.06
H -1.552 -1.504 2.447 0.08
H -0.892 -0.155 1.724 0.07
H 0.030 0.417 3.921 0.10
H -0.781 -1.088 4.583 0.12
H -2.202 1.288 2.258 0.04
H -1.339 2.211 3.611 0.09
H -3.113 1.810 3.602 0.10
C 4.183 -0.857 -0.596 -0.13
O 3.301 -0.759 0.448 -0.20
C 2.838 0.582 0.670 -0.16
C 3.065 0.790 2.197 -0.14
N 2.819 2.218 2.442 -0.06
C 2.688 2.547 3.841 -0.19
C 2.587 4.107 3.976 -0.23
O 2.851 4.587 5.288 -0.20
C 1.678 4.314 6.135 -0.07
H 4.885 -0.011 -0.520 0.10
H 3.759 -0.818 -1.571 0.05
H 4.815 -1.738 -0.365 0.11
H 1.815 0.696 0.452 0.08
H 3.346 1.216 -0.015 0.11
H 3.996 0.520 2.524 0.10
H 2.374 0.237 2.677 0.06
H 1.966 2.519 1.930 0.07
H 3.529 2.165 4.291 0.09
H 1.754 2.149 4.316 0.11
H 1.568 4.332 3.649 0.10
H 3.234 4.703 3.341 0.12
H 1.112 5.237 5.965 0.10
H 2.057 4.294 7.108 0.05
H 1.267 3.290 6.066 0.09
C -5.570 -3.723 1.098 -0.05
C -4.755 -2.368 1.136 -0.49
C -5.011 -1.423 2.260 -0.05
O -3.382 -2.748 1.063 -0.07
H -6.686 -3.641 1.057 0.07
H -5.652 -4.333 2.020 0.07
H -5.226 -4.376 0.285 0.06
H -5.007 -1.765 0.212 0.14
H -6.026 -1.004 2.220 0.09
H -4.212 -0.674 2.169 0.07
H -4.927 -2.104 3.100 0.08
H -2.931 -2.037 0.647 0.00
C -0.847 4.682 1.195 -0.06
C 0.092 3.784 0.477 -0.47
C 1.471 4.428 0.528 -0.04
O 0.120 2.543 1.147 -0.06
H -1.141 5.749 0.867 0.11
H -0.478 4.881 2.226 0.07
H -1.726 4.184 1.560 0.06
H -0.292 3.500 -0.398 0.09
H 1.829 4.639 1.536 0.05
H 1.444 5.392 -0.004 0.09
H 2.248 3.807 0.093 0.07
H -0.299 1.903 0.608 -0.01
C 1.081 2.413 -2.741 -0.02
C 2.463 2.497 -3.553 -0.45
C 3.261 3.777 -3.592 -0.08
O 3.392 1.550 -3.059 -0.05
H 0.375 1.639 -3.213 0.10
H 0.588 3.371 -2.714 0.06
H 1.307 2.133 -1.687 0.06
H 2.208 2.301 -4.631 0.13
H 2.791 4.644 -4.041 0.06
H 4.219 3.761 -4.129 0.08
H 3.386 4.304 -2.622 0.08
H 3.085 0.668 -3.096 0.02
```

Output
Largest force on an atom: 0.107 hartree/bohr
Charge: -1
Orbital gap: 8.86 eV

---

Record 2
Here is 9 unconnected molecules or ions with the total composition C27H69N3O9 in a non-equilibrium geometry from OMol25. Energies are from ωB97M-V with the def2-TZVPD basis set.

Structure (XYZ):
```
108
Properties=species:S:1:pos:R:3:lowdin_charge:R:1
C 1.324 -0.809 -3.818 -0.03
C 0.576 -1.347 -5.072 -0.47
C 0.653 -0.312 -6.218 -0.15
C 1.997 -0.258 -6.931 -0.18
C 2.205 -1.639 -7.510 -0.14
C 2.221 -2.770 -6.468 -0.49
N 1.016 -2.656 -5.610 -0.11
O 0.950 -3.652 -4.620 -0.01
C 2.272 -4.139 -7.147 -0.03
C 3.480 -2.609 -5.574 -0.04
C -0.904 -1.412 -4.631 -0.03
H 1.058 0.232 -3.614 0.09
H 2.420 -0.809 -3.828 0.07
H 1.169 -1.284 -2.846 0.04
H -0.120 -0.586 -6.939 0.13
H 0.372 0.639 -5.760 0.12
H 2.798 0.127 -6.298 0.11
H 1.901 0.466 -7.744 0.11
H 3.191 -1.551 -7.978 0.12
H 1.444 -1.916 -8.240 0.12
H 3.243 -4.274 -7.623 0.08
H 2.041 -4.986 -6.501 0.08
H 1.505 -4.238 -7.920 0.08
H 3.767 -1.590 -5.304 0.06
H 3.520 -3.282 -4.718 0.08
H 4.407 -2.808 -6.130 0.08
H -0.982 -1.834 -3.627 0.06
H -1.475 -2.173 -5.168 0.09
H -1.379 -0.436 -4.687 0.09
H 1.700 -3.376 -4.070 0.04
C 0.563 -1.756 6.901 -0.04
C -0.938 -1.458 6.661 -0.50
C -1.148 0.067 6.775 -0.13
C -0.655 0.781 5.521 -0.18
C -1.350 0.295 4.256 -0.13
C -1.192 -1.215 4.069 -0.49
N -1.399 -1.937 5.346 -0.12
O -1.288 -3.329 5.243 -0.02
C -2.304 -1.737 3.157 -0.02
C 0.174 -1.497 3.443 -0.03
C -1.760 -2.152 7.757 -0.04
H 0.835 -2.701 6.425 0.08
H 0.881 -1.705 7.942 0.08
H 1.251 -1.095 6.362 0.06
H -2.183 0.328 6.995 0.12
H -0.445 0.393 7.544 0.12
H 0.419 0.597 5.417 0.10
H -0.707 1.869 5.607 0.11
H -0.860 0.837 3.445 0.08
H -2.400 0.592 4.229 0.13
H -3.305 -1.419 3.459 0.09
H -2.170 -1.397 2.128 0.08
H -2.411 -2.823 3.160 0.08
H 1.028 -1.058 3.966 0.08
H 0.394 -2.562 3.340 0.09
H 0.242 -1.063 2.440 0.06
H -2.817 -2.009 7.519 0.09
H -1.616 -1.602 8.693 0.08
H -1.546 -3.181 8.039 0.08
H -2.168 -3.662 5.449 0.11
C -1.558 5.783 2.947 -0.04
C -0.938 5.298 1.618 -0.50
C 0.408 5.991 1.538 -0.16
C 1.390 5.519 0.471 -0.18
C 1.510 4.017 0.536 -0.15
C 0.215 3.138 0.655 -0.49
N -0.736 3.823 1.534 -0.10
O -1.907 3.076 1.865 0.01
C -0.380 2.875 -0.721 -0.01
C 0.710 1.844 1.316 -0.04
C -1.809 5.834 0.467 -0.03
H -1.089 5.260 3.784 0.08
H -2.645 5.724 2.918 0.08
H -1.320 6.826 3.165 0.08
H 0.244 7.044 1.298 0.12
H 0.887 5.936 2.520 0.12
H 2.393 5.879 0.700 0.11
H 1.033 5.824 -0.515 0.11
H 2.241 3.848 1.334 0.12
H 2.006 3.595 -0.345 0.11
H -1.199 2.152 -0.697 0.07
H -0.797 3.726 -1.254 0.07
H 0.384 2.407 -1.351 0.08
H 0.936 1.998 2.372 0.09
H -0.082 1.092 1.275 0.07
H 1.613 1.520 0.800 0.08
H -1.731 6.904 0.284 0.09
H -2.821 5.432 0.420 0.09
H -1.372 5.363 -0.419 0.05
H -1.570 2.739 2.703 0.07
O -0.745 -1.088 -0.701 -0.06
H -0.567 -1.912 -1.167 0.02
H 0.132 -0.748 -0.459 0.00
O -1.744 -4.261 -1.202 -0.04
H -0.934 -4.420 -0.709 0.05
H -1.722 -4.904 -1.922 0.07
O 2.366 -3.541 -1.837 -0.04
H 2.374 -2.618 -1.559 -0.01
H 2.173 -4.032 -1.033 0.04
O -3.112 0.327 -0.966 -0.09
H -3.472 -0.564 -1.045 -0.01
H -2.230 0.192 -0.588 -0.02
O 1.955 -1.161 -0.122 -0.05
H 2.814 -0.994 -0.531 0.07
H 2.161 -1.359 0.801 0.07
O -3.645 -2.452 -2.193 -0.05
H -3.096 -3.173 -1.838 -0.01
H -4.215 -2.873 -2.843 0.04
```

Output
Largest force on an atom: 0.039 hartree/bohr
Structure (SMILES): CC1(C)CCCC(C)(C)N1O.CC1(C)CCCC(C)(C)N1O.CC1(C)CCCC(C)(C)N1O.O.O.O.O.O.O
Orbital gap: 7.62 eV

---

For each record above, in turn, the calculated energy above the lowest of the compared OMol25 structures with the same formula, charge and spin values are 25.79; 34.39 kcal/mol.